{
  "formula": "C51H131N7O18",
  "method": "ωB97M-V with the def2-TZVPD basis set",
  "symbols": ["O", "O", "O", "O", "O", "O", "O", "O", "O", "O", "O", "O", "O", "O", "O", "O", "O", "O", "N", "N", "N", "N", "N", "N", "N", "C", "C", "C", "C", "C", "C", "C", "C", "C", "C", "C", "C", "C", "C", "C", "C", "C", "C", "C", "C", "C", "C", "C", "C", "C", "C", "C", "C", "C", "C", "C", "C", "C", "C", "C", "C", "C", "C", "C", "C", "C", "C", "C", "C", "C", "C", "C", "C", "C", "C", "C", "H", "H", "H", "H", "H", "H", "H", "H", "H", "H", "H", "H", "H", "H", "H", "H", "H", "H", "H", "H", "H", "H", "H", "H", "H", "H", "H", "H", "H", "H", "H", "H", "H", "H", "H", "H", "H", "H", "H", "H", "H", "H", "H", "H", "H", "H", "H", "H", "H", "H", "H", "H", "H", "H", "H", "H", "H", "H", "H", "H", "H", "H", "H", "H", "H", "H", "H", "H", "H", "H", "H", "H", "H", "H", "H", "H", "H", "H", "H", "H", "H", "H", "H", "H", "H", "H", "H", "H", "H", "H", "H", "H", "H", "H", "H", "H", "H", "H", "H", "H", "H", "H", "H", "H", "H", "H", "H", "H", "H", "H", "H", "H", "H", "H", "H", "H", "H", "H", "H", "H", "H", "H", "H", "H", "H", "H", "H", "H", "H", "H", "H"],
  "positions_angstrom": [[-1.751487, -0.866455, -7.188232], [0.686200, -2.491049, -3.155836], [1.195014, 3.424334, -7.846149], [-4.805021, 0.213258, 6.372779], [-7.073210, 8.329498, -3.868009], [-4.145098, 2.609480, 5.651382], [-4.996599, -2.355197, -3.391767], [1.299266, -4.201360, 1.568086], [3.035537, 0.544776, 0.810029], [5.161256, -6.441593, 2.860293], [4.652664, -1.570371, 1.091040], [-2.156855, -1.247626, 0.032969], [-1.017381, -6.720099, -1.864806], [-0.757555, -1.483262, 6.445670], [3.662015, 1.197665, -1.771504], [6.612264, 1.806927, 5.281827], [-2.101367, 5.001150, -0.456654], [3.183189, 4.024290, -1.520078], [1.821707, 4.174551, -5.051681], [-4.501800, 6.243765, -2.252363], [-3.250923, -0.130685, -2.409626], [-2.722861, -0.887067, 8.471180], [6.230818, -3.789513, 2.384011], [1.431538, -6.463435, 0.027906], [-0.193322, -0.123442, -4.833558], [-1.261800, -0.793525, 8.651312], [0.839234, -3.609162, 2.699770], [-2.436879, -2.362393, 0.842694], [-2.215216, -7.423971, -2.073545], [-3.420518, 4.675079, -0.658709], [-5.477107, 7.266657, -2.386843], [-5.121748, -1.046099, -3.870762], [-5.972040, 7.385557, -3.814083], [-0.092687, -2.215221, 5.426768], [-3.326580, 0.437045, 8.394030], [-6.002051, -0.426472, 5.927573], [2.685502, 3.355796, -5.897476], [1.402137, -6.893803, -1.347799], [-7.438191, 8.644938, -5.159872], [-1.258393, 3.865614, -0.570081], [-4.290709, 5.917363, -0.843168], [-3.271461, -0.308363, -0.049357], [6.443901, 2.149280, 3.918786], [0.074952, -7.630204, -1.723667], [6.258227, -2.348975, 2.750745], [-2.275163, 1.388613, 4.821893], [4.413436, -2.281499, -0.121429], [6.481269, -6.163313, 3.308630], [5.990800, -1.573753, 1.499190], [-2.935205, -0.900104, -8.025338], [2.578617, 3.707542, -7.390441], [-5.615967, -3.363807, -4.133520], [2.493505, -5.016413, 1.704901], [-3.301535, 2.466276, 4.546849], [4.180085, 4.726999, -0.716157], [1.451763, 2.271856, 1.667532], [4.912741, -7.880709, 2.653075], [0.851011, -0.263848, 1.607288], [0.466807, -3.183574, -1.876990], [6.600887, -4.604440, 3.581025], [1.041285, -1.123592, -2.909323], [-1.417665, 0.484017, -6.853000], [-0.571072, -1.959570, 7.796394], [4.958198, 2.509392, 3.749181], [1.114270, 3.363227, -9.235070], [1.953401, 0.796497, 1.732459], [-0.097449, 0.509198, -6.135260], [-4.698137, 0.025680, -2.829689], [1.091437, -0.355474, -4.206730], [-4.753848, 0.422932, 7.788000], [-4.169441, 2.294396, 3.348232], [2.651926, -5.783470, 0.369663], [1.988313, 3.905388, -3.602248], [3.246534, 4.443607, -2.836531], [-3.026709, 0.593672, -1.170673], [7.396444, 3.305670, 3.450666], [-6.843408, 0.240970, 6.113978], [-1.081596, -2.912810, 7.933491], [-0.062615, -8.381306, -0.945833], [0.539433, -0.161626, -6.711865], [-4.758967, 3.196571, 3.185010], [-4.896319, 1.499665, 7.879853], [1.535064, -2.831018, 3.013463], [0.977566, -2.154261, 5.624121], [-1.599659, 1.593103, 5.652538], [-2.207764, 0.870698, -6.209326], [-0.508073, -3.222029, 5.383233], [-3.697753, 1.452397, -1.150943], [1.670700, -0.877618, -4.968257], [-3.081231, -1.927123, -8.360047], [-2.923894, -1.083607, -2.481003], [-6.325729, 7.068601, -1.732083], [7.573027, -4.278693, 3.951059], [2.213922, -7.613217, -1.455292], [-4.221280, -0.838262, -0.121154], [4.178920, 5.794370, -0.937106], [4.183687, 4.510572, 0.352128], [-7.840189, 7.731663, -5.598561], [-1.192559, 1.109750, -7.716643], [-2.012240, 0.992323, -1.166093], [-5.196009, -4.314878, -3.806120], [-6.190180, -1.409838, 6.358483], [0.794434, 2.238953, 0.798656], [1.206754, -1.293918, 1.629688], [0.892950, 3.827260, -5.243786], [3.488269, 2.136111, -1.698293], [2.852399, -5.003602, -0.364985], [-0.407065, -2.748099, -1.392409], [3.460425, -0.271027, 1.084869], [5.915899, -4.447543, 4.414251], [-1.666196, 1.290058, 3.923256], [-3.859589, 4.157298, 0.194055], [-1.591196, -3.020271, 0.642357], [6.644520, -1.816915, 0.661572], [-4.414538, 1.728364, 5.920913], [-4.973899, 8.180709, -2.071574], [-5.165370, 7.709120, -4.471869], [4.164321, 4.065208, -3.286617], [1.441154, 4.287910, -9.710690], [2.418232, 0.747076, 2.717132], [-3.777067, -0.755159, -7.348326], [-3.063327, -0.196247, -8.847702], [5.259162, -4.034556, 2.257799], [-3.311722, -2.899947, 0.476935], [-2.550362, -2.040441, 1.877866], [7.156531, -6.481857, 2.514503], [5.410578, -2.189753, 3.417257], [0.483953, -1.991859, 8.068372], [3.498309, -6.458633, 0.495733], [7.212887, 4.015068, 4.257610], [0.387732, -0.033421, 0.647924], [-1.187911, 3.344467, -1.524829], [6.776154, -6.744484, 4.182347], [1.606004, 2.524110, -9.727174], [8.399315, 2.881358, 3.498609], [3.410682, -4.457548, 1.890794], [3.746682, 3.459010, -5.670859], [-3.902719, 6.759482, -0.270104], [0.255718, -8.216512, -2.624593], [1.656142, 0.569207, -4.087612], [0.652799, -5.857502, 0.243575], [3.380780, 5.518950, -2.953726], [-4.872679, 0.991271, -3.304318], [-3.627286, 6.567930, -2.639964], [-1.469093, 3.213891, 0.277842], [4.339152, 1.744745, 4.218429], [2.474705, 2.289647, -5.813815], [-3.537935, 4.024884, -1.525629], [-8.243571, 9.361646, -4.999280], [4.787611, -3.301885, -0.204552], [1.206373, 4.380088, -3.009525], [-3.228904, 0.862871, 9.392645], [2.021663, -1.127991, -2.432942], [0.321141, 1.513195, -6.065342], [0.263372, -4.252802, -1.935842], [-4.692479, -0.780213, -4.836753], [3.342683, -2.364181, -0.307836], [-2.706129, 3.377597, 4.491179], [-2.438343, -8.007213, -1.180154], [3.454964, 0.846969, -0.905260], [-2.089354, -8.060614, -2.949299], [2.360720, -5.715391, 2.530678], [-0.662486, -1.016633, -4.880316], [0.758532, -4.336511, 3.507578], [-2.896444, 1.159265, 7.700137], [-5.251436, -3.369661, -5.160737], [4.729131, -8.360466, 3.614440], [-3.334556, 0.173834, 0.926139], [-6.271068, 6.418722, -4.218951], [-5.289066, 5.678444, -0.476686], [-5.396007, -0.183854, 8.426400], [6.672867, 1.291867, 3.285924], [2.251196, 2.977848, 1.442658], [-0.243613, -1.811448, 4.425621], [3.968956, -7.993519, 2.119557], [-6.696695, -3.485443, -4.060340], [-6.192971, -0.852535, -3.926566], [3.262524, 3.135540, -8.017505], [4.624553, 2.591126, 2.714725], [2.019369, 2.817610, -3.539987], [5.573605, -8.363800, 1.933358], [7.261677, 3.795581, 2.486342], [5.153560, 4.346901, -1.025956], [6.296433, -0.539990, 1.660483], [-1.184242, -0.921507, 9.730985], [0.167084, -0.153500, 2.448818], [-6.646930, 9.034953, -5.800103], [-5.846443, -0.520594, 4.852848], [0.358337, -0.638781, -2.211740], [2.784826, 4.765638, -7.551710], [-0.883619, 0.186082, 8.358967], [-3.100843, -6.804629, -2.215627], [-0.170295, -3.257590, 2.486840], [-5.403946, 0.053385, -1.999533], [4.769665, -1.671470, -0.951527], [-4.916391, 1.514204, 3.494744], [6.132857, 2.404655, 5.860184], [1.001385, 2.557256, 2.618212], [0.047092, 3.402492, -9.453453], [-2.763090, 0.433028, 5.013951], [-0.217999, 4.171515, -0.460028], [1.542067, -6.149591, -2.131802], [1.277797, -3.059434, -1.159368], [7.126230, -2.006562, 3.314154], [4.835429, 3.442423, 4.299173], [-2.792632, -1.223928, 7.521574], [-3.672787, 2.070736, 2.404098]],
  "forces_ev_per_angstrom": [[-0.4, 0.8, -1.6], [-0.3, -0.8, 1.4], [1.9, 0.0, 1.0], [0.1, -2.0, 1.1], [2.1, -0.8, 1.3], [-0.2, 1.3, 0.8], [0.7, 0.0, 0.5], [1.6, -1.3, -1.9], [-1.2, 0.9, 0.1], [-0.3, -1.5, 0.0], [-0.7, -1.3, -0.1], [-1.1, 0.8, -0.7], [0.7, 0.1, 0.2], [-0.1, 0.1, 0.0], [0.4, -0.4, -1.0], [1.1, -0.5, -0.2], [1.5, 0.0, -0.7], [0.1, 0.8, 2.2], [0.5, 0.5, 0.5], [0.7, -1.4, 0.2], [-2.3, 1.4, -1.5], [0.4, 0.5, -1.6], [1.1, -0.6, 1.7], [-0.3, -0.3, 0.1], [-0.6, 0.8, 1.4], [-0.4, -1.8, 0.2], [-0.2, 0.0, 1.2], [0.4, 0.2, -0.9], [-0.1, -0.4, 0.2], [-1.6, 0.3, 0.0], [-0.2, 0.9, -0.4], [-1.5, 1.5, 1.2], [-0.7, 0.7, -0.1], [-0.1, 0.0, 0.6], [-0.5, -0.8, -0.9], [0.4, 0.7, -0.5], [0.4, 0.0, -1.1], [-1.3, -1.1, -0.6], [-1.1, -0.3, 0.0], [1.0, 0.5, 0.9], [-0.2, -0.7, -0.7], [0.8, -1.2, 2.3], [-1.1, 0.7, -1.5], [1.2, 0.4, 0.6], [-1.4, -1.2, -0.5], [0.1, -0.7, -0.8], [-0.6, 0.5, -0.8], [0.6, 1.2, -0.7], [1.4, 1.8, -0.2], [-0.3, -0.9, 1.7], [-1.8, -0.1, 0.2], [1.1, -1.1, -0.5], [-1.0, -0.4, -0.8], [0.9, 0.2, 0.8], [0.5, -0.9, -1.1], [0.4, -1.6, -1.1], [-0.9, 1.6, -0.2], [0.5, 1.1, -0.2], [-0.4, 0.9, -0.5], [-0.7, -1.3, -0.6], [0.3, -0.4, -0.1], [0.5, -0.1, 0.3], [-0.8, 2.6, 0.1], [0.5, -0.2, 0.0], [-1.1, 1.0, -0.5], [1.1, 0.2, 1.2], [-0.1, -1.8, 0.8], [1.7, -1.4, -0.5], [0.3, -0.1, -1.0], [1.1, 1.5, 1.5], [-0.6, -0.1, -1.2], [-0.4, 1.2, 1.1], [1.1, 0.1, 0.3], [0.3, -0.2, -2.5], [0.4, -0.2, -1.3], [-0.5, -1.0, 1.5], [-0.2, -0.1, 0.0], [0.1, -0.1, 0.2], [-0.6, 0.0, 0.4], [0.7, 0.4, -0.8], [0.1, 0.2, 0.1], [-1.3, 0.1, 0.5], [-0.2, 0.4, 0.3], [0.2, -0.6, -0.1], [-0.2, 0.3, 0.1], [-0.1, 0.4, -0.1], [0.4, -0.4, 0.1], [0.0, 0.0, 0.0], [0.7, -0.7, 0.2], [0.4, 0.1, -0.3], [-0.1, 0.0, 0.5], [0.0, 0.0, 0.0], [0.2, -0.4, -0.3], [0.0, -0.2, -0.2], [-0.1, -0.3, -0.5], [-0.3, 0.1, 0.2], [-1.0, -0.1, -0.1], [-0.2, 0.0, -0.6], [-0.8, 0.0, -0.5], [0.1, 0.0, 0.3], [0.0, 0.0, 0.6], [0.3, 0.0, 0.2], [-0.5, 0.8, 0.2], [0.3, 0.2, -0.2], [-0.4, 0.4, -0.2], [-0.1, 0.4, 0.2], [0.5, 0.0, -0.4], [-0.2, 0.2, 0.0], [0.4, -0.4, 0.1], [-0.3, 0.3, 0.2], [0.2, -0.2, -0.1], [0.3, -0.4, 0.4], [0.1, -0.2, 0.7], [0.0, -0.8, 0.0], [-0.3, -0.4, -0.2], [-0.7, 0.8, 0.1], [0.2, 0.4, -0.1], [0.3, -0.4, -0.2], [0.6, 0.2, 0.0], [0.0, -0.4, 0.4], [-0.4, 0.4, 0.0], [0.8, 0.2, 0.0], [-0.2, 0.1, -0.5], [-0.4, 0.0, 0.2], [0.0, -0.4, 0.3], [0.3, 0.2, -0.2], [-0.2, 0.5, 0.3], [0.1, -0.3, -0.1], [0.0, 0.0, -0.3], [0.6, 0.6, -0.2], [-0.5, -0.5, 0.1], [-1.1, -0.1, -0.3], [-0.3, 0.1, 0.4], [0.1, -0.3, 0.3], [0.2, 0.4, 0.1], [-0.2, 0.5, 0.0], [0.0, 0.3, 0.4], [0.2, 0.1, 0.3], [-0.2, 0.2, -0.5], [-0.3, 0.3, 0.4], [-0.1, 0.1, -0.1], [-0.6, 0.4, 0.3], [0.4, 0.2, -0.3], [0.2, -0.1, -0.2], [-0.1, -0.5, -0.2], [0.0, 0.0, 0.1], [-0.1, -0.3, 0.2], [-0.1, -0.1, -0.2], [0.0, 0.1, -0.7], [0.5, 0.1, 0.5], [-0.6, -0.5, -0.4], [-0.8, 0.3, 0.0], [0.3, 0.3, 0.0], [-0.1, 0.0, 0.0], [0.1, 0.1, -0.9], [0.5, -0.7, -0.2], [-0.2, 0.2, 0.5], [-0.3, 0.4, -0.3], [0.0, -0.5, 0.0], [-0.3, -0.1, 0.6], [-0.3, -0.3, 0.0], [-0.1, -0.1, 0.2], [-0.2, 0.0, -0.3], [0.0, -0.2, 0.4], [1.2, -0.1, -0.1], [-0.5, 0.5, -0.5], [0.7, -0.3, 0.0], [0.2, 0.5, 0.2], [-0.3, -0.3, 0.2], [0.0, 0.0, 0.3], [-0.5, -0.1, -0.6], [0.0, -0.4, 0.5], [0.2, -0.2, 0.1], [-0.4, 0.6, 0.3], [-0.3, 0.6, 0.1], [-0.2, 0.7, 0.0], [-0.4, 0.1, -0.6], [0.1, -0.3, 0.2], [0.2, 0.3, 0.0], [-0.3, -0.2, 0.9], [0.9, 0.1, 0.6], [-0.5, -0.4, 0.0], [0.3, 0.1, -0.3], [-0.3, 0.4, 0.3], [1.0, -0.1, 0.0], [-0.4, 0.1, -0.2], [0.2, 0.2, 0.1], [-0.3, -0.1, 0.0], [-0.4, 0.0, 0.1], [-0.1, 0.2, 0.0], [0.3, -0.1, -0.2], [0.5, 0.6, -0.2], [0.2, 0.4, 0.1], [0.0, -0.5, 0.5], [0.4, -0.1, -0.2], [0.1, -0.3, 0.2], [-0.1, 0.2, -0.2], [-0.4, -0.1, -0.3], [-0.1, -0.6, -0.2], [0.1, -0.1, 0.0], [0.0, 0.5, 0.4], [0.3, 0.7, 0.1], [0.5, 0.2, -0.2], [0.4, -0.4, -0.5], [-0.4, 0.2, -0.2], [-0.4, -0.4, -0.3], [0.4, 0.0, 0.0]],
  "smiles": "COCCNCCOC.COCCNCCOC.COCCNCCOC.COCCNCCOC.COCCNCCOC.COCCNCCOC.COCCNCCOC.CC(C)O.CC(C)O.CC(C)O.O",
  "orbital_gap_ev": 8.2569,
  "fmax_ev_per_a": 3.0,
  "total_energy_ha": -3758.86709
}


{
  "formula": "C2H8CsO2",
  "method": "ωB97M-V with the def2-TZVPD basis set",
  "symbols": ["Cs", "O", "O", "C", "C", "H", "H", "H", "H", "H", "H", "H", "H"],
  "positions_angstrom": [[1.307930, -2.684975, 0.239092], [2.175630, 0.800225, 1.498532], [-1.095230, -1.311825, -0.909938], [-2.070750, -0.387085, -0.369178], [1.458040, 0.786125, 0.321082], [-0.779700, -0.927305, -1.731028], [0.779300, 1.638495, 0.350622], [-2.211160, 0.365315, -1.145248], [-1.784990, -0.013725, 0.614202], [-3.068190, -0.826555, -0.378868], [2.452830, 1.689075, 1.732432], [0.826790, -0.100615, 0.378682], [2.009500, 0.972855, -0.600388]],
  "forces_ev_per_angstrom": [[0.0, -1.2, 0.0], [-0.4, -0.8, -0.7], [0.6, 0.1, 0.7], [-0.6, 0.0, -1.5], [-1.4, -0.9, 1.6], [-0.3, -0.2, -0.3], [-0.3, 1.0, -0.1], [0.2, 0.7, 0.5], [-0.1, 0.0, -0.1], [0.2, -0.5, 0.6], [0.9, 1.3, 0.4], [0.4, 0.1, -0.7], [0.7, 0.2, -0.5]],
  "orbital_gap_ev": [10.5023, 3.4743],
  "fmax_ev_per_a": 2.3,
  "de_lowest_ev": 0.983,
  "total_energy_ha": -250.85131,
  "charge": 2,
  "multiplicity": 2
}


{
  "formula": "C6H10O",
  "method": "ωB97M-V with the def2-TZVPD basis set",
  "symbols": ["O", "C", "C", "C", "C", "C", "C", "H", "H", "H", "H", "H", "H", "H", "H", "H", "H"],
  "positions_angstrom": [[-2.659810, 1.729020, -0.733951], [-1.554164, 1.449256, -1.137878], [1.564239, -1.148099, 0.996242], [0.083415, -0.148407, -1.995752], [-1.110367, 0.074235, -1.450407], [-0.049661, 0.614986, 1.757912], [0.257215, -0.661363, 1.547203], [0.430767, -1.147296, -2.243059], [-0.488445, -1.427376, 1.763723], [0.765940, 0.674048, -2.205215], [-1.810358, -0.723432, -1.213721], [-0.788233, 2.237249, -1.311958], [0.665565, 1.408858, 1.546241], [2.251790, -0.316670, 0.807972], [-1.021689, 0.917429, 2.137700], [2.052092, -1.848442, 1.684776], [1.411705, -1.683996, 0.050172]],
  "forces_ev_per_angstrom": [[0.4, -0.1, -0.1], [-0.2, 0.1, 0.1], [0.1, 0.0, 0.0], [-0.1, 0.0, 0.0], [0.1, -0.1, -0.1], [0.0, -0.2, 0.0], [-0.1, 0.2, 0.1], [-0.1, 0.1, 0.0], [0.1, 0.1, 0.0], [-0.1, -0.1, 0.0], [0.1, 0.1, -0.1], [-0.1, -0.1, 0.0], [-0.1, -0.1, 0.0], [-0.1, -0.1, 0.0], [0.1, -0.1, 0.0], [-0.1, 0.1, -0.1], [0.0, 0.1, 0.2]],
  "smiles": "C=CC=O.C=CC",
  "orbital_gap_ev": 10.0165,
  "fmax_ev_per_a": 0.5,
  "de_lowest_ev": 1.447,
  "total_energy_ha": -309.78919
}


{
  "formula": "C4H5NO2",
  "method": "ωB97M-V with the def2-TZVPD basis set",
  "symbols": ["O", "O", "N", "C", "C", "C", "C", "H", "H", "H", "H", "H"],
  "positions_angstrom": [[-0.749155, 1.230040, 0.194644], [1.396138, -0.821641, 2.097329], [-0.371472, 0.243152, -1.798573], [0.505026, 0.497007, 0.305379], [0.424599, -0.435939, 1.508040], [0.735277, -0.137011, -1.054990], [-1.114896, 1.004296, -1.047095], [0.552486, -1.891596, -0.756948], [-0.033949, -2.200821, -0.380425], [-2.024673, 1.502796, -1.369473], [1.307364, 1.225770, 0.455542], [-0.607517, -0.728993, 1.788971]],
  "forces_ev_per_angstrom": [[-0.1, 0.0, -0.1], [-0.5, 0.2, -0.3], [0.1, 0.2, 0.2], [0.1, 0.0, 0.0], [0.4, -0.1, 0.1], [0.0, 0.3, 0.1], [0.0, 0.0, -0.1], [-0.1, -0.3, 0.1], [-0.1, -0.3, 0.0], [0.1, -0.1, 0.0], [-0.1, 0.0, 0.0], [0.1, 0.0, -0.1]],
  "orbital_gap_ev": 8.2441,
  "fmax_ev_per_a": 0.6,
  "de_lowest_ev": 5.255,
  "total_energy_ha": -360.47631
}